This record from the Open Molecules 2025 dataset describes 11 unconnected molecules or ions with the total composition C50H104Cl14N4O4 at a distorted geometry. The level of theory is ωB97M-V with the def2-TZVPD basis set.

The value obtained for the total energy is -8929.90972 Eh. Its SMILES is CC1(C)CCCC(C)(C)N1O.CC1(C)CCCC(C)(C)N1O.CC1(C)CCCC(C)(C)N1O.CC1(C)CCCC(C)(C)N1O.ClCCCl.ClCCCl.ClCCCl.ClCCCl.ClCCCl.ClCCCl.ClCCCl.

Last column: Mulliken charge in e.
Positions of all 176 atoms, in Å:
C (2.8441, -5.9404, -1.1587)  -2.46
C (1.9223, -5.1713, -0.2099)  1.89
C (0.4988, -5.8382, -0.3461)  -1.44
C (-0.4849, -5.2037, 0.7005)  0.75
C (0.1361, -5.4500, 2.0784)  -0.86
C (1.5766, -5.0274, 2.3036)  1.69
N (2.3242, -5.4675, 1.1727)  0.23
O (3.7098, -5.0898, 1.4165)  -0.52
C (1.7021, -3.4454, 2.5310)  -1.43
C (2.1963, -5.6656, 3.6024)  -2.18
C (1.9980, -3.6167, -0.5922)  -1.60
H (3.8308, -5.5538, -1.1129)  0.47
H (2.6119, -5.8236, -2.1651)  0.48
H (2.8419, -6.9747, -0.7349)  0.50
H (0.1804, -5.8346, -1.3948)  0.40
H (0.5920, -6.9454, -0.1285)  0.47
H (-1.5153, -5.6635, 0.6624)  0.47
H (-0.4756, -4.1794, 0.4450)  -0.78
H (0.0579, -6.5161, 2.3015)  0.47
H (-0.4994, -4.9643, 2.8466)  -0.39
H (1.3348, -3.1960, 3.5008)  0.82
H (2.7021, -3.0575, 2.3154)  0.46
H (1.0545, -2.9524, 1.8281)  -0.12
H (3.2147, -5.2949, 3.8176)  0.36
H (1.5783, -5.4111, 4.4590)  0.35
H (2.2576, -6.6997, 3.4661)  0.60
H (1.3544, -2.9608, -0.0526)  -0.23
H (1.6891, -3.5758, -1.6658)  0.49
H (3.0093, -3.2808, -0.4208)  0.87
H (4.2620, -5.8601, 1.2411)  0.36
C (5.1288, 1.5005, -3.8591)  -1.63
C (5.3229, 0.1395, -3.0560)  1.46
C (6.5615, 0.2257, -2.1177)  -1.22
C (6.2545, 1.1640, -0.9745)  -0.82
C (5.0141, 0.6447, -0.1160)  -0.19
C (3.7751, 0.6382, -1.0371)  2.16
N (4.1635, -0.2306, -2.2235)  0.20
O (2.9756, -0.2808, -3.0910)  -0.23
C (2.6870, 0.0252, -0.2118)  0.54
C (3.2865, 2.0642, -1.4016)  -1.22
C (5.4556, -0.9592, -4.0992)  -2.03
H (5.1610, 2.3934, -3.2320)  0.45
H (4.2019, 1.4475, -4.4217)  0.23
H (5.9985, 1.6092, -4.5102)  0.55
H (6.7838, -0.8299, -1.8381)  0.34
H (7.3623, 0.6424, -2.6992)  0.44
H (6.0022, 2.0949, -1.4842)  0.40
H (7.1237, 1.3210, -0.3848)  0.49
H (4.9133, 1.2894, 0.7554)  -0.54
H (5.2867, -0.4780, 0.2291)  0.28
H (2.8085, 0.1884, 0.8440)  -0.62
H (1.6948, 0.2931, -0.5426)  -1.31
H (2.8356, -1.0409, -0.4524)  -0.43
H (4.0632, 2.4959, -1.9182)  0.70
H (2.4156, 2.0373, -2.0571)  0.00
H (3.1066, 2.5056, -0.3986)  -0.22
H (4.6914, -0.8955, -4.8501)  0.39
H (5.3480, -1.9348, -3.6588)  0.40
H (6.3762, -0.8292, -4.6940)  0.43
H (2.8227, -1.2519, -3.0363)  0.27
C (1.3118, -0.0741, 3.2917)  -1.00
C (1.8102, 1.1509, 4.0406)  1.20
C (2.8625, 0.6553, 5.0374)  -1.37
C (3.4785, 1.9231, 5.7196)  -0.52
C (4.1881, 2.7916, 4.7302)  -1.16
C (3.2557, 3.2499, 3.5456)  1.38
N (2.4989, 2.0755, 3.1340)  -0.30
O (1.7602, 2.3549, 1.9195)  1.64
C (2.3901, 4.4318, 4.0369)  -1.62
C (4.1261, 3.7579, 2.3755)  -1.63
C (0.5972, 1.7597, 4.7473)  -1.58
H (0.6222, 0.2075, 2.4649)  -0.25
H (0.6491, -0.7783, 3.8750)  0.77
H (2.0967, -0.6707, 2.8055)  -0.09
H (2.3357, 0.1385, 5.7980)  0.41
H (3.6020, 0.1446, 4.4421)  0.42
H (4.1987, 1.5743, 6.4711)  0.42
H (2.6605, 2.4924, 6.2393)  0.22
H (5.0407, 2.2138, 4.2873)  0.39
H (4.6595, 3.6033, 5.2181)  0.30
H (1.3880, 4.5381, 3.4930)  -0.01
H (2.2771, 4.2216, 5.0721)  0.47
H (2.7671, 5.4344, 4.0979)  0.49
H (4.8085, 2.9567, 2.0817)  0.34
H (3.5737, 4.0711, 1.4729)  0.04
H (4.6937, 4.6704, 2.6273)  0.49
H (0.7870, 2.4619, 5.5293)  0.35
H (-0.0693, 0.9337, 5.1098)  0.48
H (-0.1333, 2.1896, 4.0303)  0.15
H (0.8855, 2.7039, 2.2348)  -0.14
C (-2.8624, -0.8495, -2.8865)  -1.73
C (-1.7553, -1.1762, -1.8780)  2.44
C (-0.5920, -0.1826, -2.0317)  -0.02
C (-0.8822, 1.2137, -1.4346)  -0.24
C (-1.1854, 0.9115, 0.0545)  -0.06
C (-2.4991, 0.0743, 0.2326)  1.70
N (-2.2461, -1.1274, -0.5193)  1.14
O (-3.3345, -1.9926, -0.3539)  -0.31
C (-2.6667, -0.1944, 1.7355)  -1.49
C (-3.6466, 1.0119, -0.2019)  -2.06
C (-1.2522, -2.5663, -2.1769)  -2.59
H (-3.8468, -1.2339, -2.5724)  0.12
H (-2.6838, -1.5607, -3.6826)  0.67
H (-2.8958, 0.1002, -3.4129)  0.00
H (0.2242, -0.7432, -1.5022)  -0.78
H (-0.4100, -0.1956, -3.1221)  0.41
H (-1.5724, 1.8753, -1.8586)  1.22
H (0.0751, 1.8335, -1.3545)  -0.77
H (-1.2896, 1.8604, 0.6704)  0.20
H (-0.3418, 0.3369, 0.4558)  -0.87
H (-3.6406, -0.6716, 1.8203)  0.62
H (-1.8133, -0.7694, 2.1943)  -0.65
H (-2.8478, 0.8031, 2.1295)  0.54
H (-3.5191, 1.1594, -1.2710)  0.52
H (-4.5676, 0.3523, -0.1065)  0.36
H (-3.7935, 1.8795, 0.3638)  0.59
H (-0.7954, -2.4850, -3.1490)  0.21
H (-2.1411, -3.1337, -2.3171)  0.87
H (-0.5943, -2.9843, -1.4380)  -0.10
H (-2.9713, -2.8080, -0.0293)  0.23
Cl (0.4173, -2.3792, -6.0027)  -0.21
C (-0.6199, -1.0301, -6.4927)  0.05
C (-1.6956, -1.6859, -7.3118)  -0.48
Cl (-2.6241, -0.4376, -8.0632)  -0.19
H (-0.0789, -0.3116, -7.0947)  0.40
H (-0.9748, -0.5957, -5.6161)  -0.18
H (-2.3290, -2.2543, -6.6828)  0.31
H (-1.1929, -2.3318, -8.0139)  0.37
Cl (-6.5509, 2.4404, -0.2581)  -0.10
C (-8.3221, 2.1863, 0.1740)  -0.33
C (-8.7674, 3.1558, 1.2566)  -0.45
Cl (-9.0140, 4.8308, 0.8591)  -0.18
H (-8.4626, 1.1789, 0.5003)  0.13
H (-8.8565, 2.2858, -0.7976)  0.32
H (-8.1047, 3.1793, 2.1215)  0.33
H (-9.7247, 2.7144, 1.5742)  0.32
Cl (-0.7230, 4.5148, 0.9102)  -0.25
C (0.2343, 4.9172, -0.5537)  1.26
C (0.6848, 6.4055, -0.6236)  -0.65
Cl (2.1831, 6.8932, 0.4289)  -0.23
H (-0.4296, 4.7981, -1.4173)  -0.19
H (1.0639, 4.2528, -0.6280)  -0.67
H (-0.0440, 7.1468, -0.2858)  0.29
H (0.8629, 6.5949, -1.6624)  0.40
Cl (-3.1767, 7.7577, -1.0157)  -0.20
C (-4.6642, 6.7776, -1.2893)  -0.42
C (-4.3657, 5.3439, -1.2415)  0.31
Cl (-3.9500, 4.6575, -2.8576)  -0.18
H (-4.9398, 7.1539, -2.3312)  0.27
H (-5.4787, 7.0776, -0.6069)  0.34
H (-5.2725, 4.8355, -0.9408)  -0.09
H (-3.5251, 5.0324, -0.6384)  0.02
Cl (-1.6695, -2.8990, 4.0554)  0.11
C (-2.5351, -3.7304, 5.2944)  -0.73
C (-4.0474, -3.6337, 5.2634)  -0.36
Cl (-4.5996, -1.9270, 5.3429)  -0.19
H (-2.2654, -3.2848, 6.2484)  0.30
H (-2.2191, -4.7763, 5.2196)  0.32
H (-4.4200, -4.2039, 6.0729)  0.39
H (-4.4983, -3.9537, 4.2972)  0.18
Cl (-2.5094, 2.5215, -5.0788)  -0.22
C (-1.0617, 3.2081, -4.1798)  1.01
C (-0.2719, 4.0732, -5.1447)  -0.52
Cl (1.1418, 4.6579, -4.1565)  -0.18
H (-0.3816, 2.4489, -3.8174)  -0.15
H (-1.4612, 3.6368, -3.2187)  -0.58
H (-0.7829, 4.8963, -5.5091)  0.46
H (0.1757, 3.5083, -6.0150)  0.29
Cl (-5.9168, -4.3332, 0.7141)  -0.19
C (-6.9384, -3.4459, -0.5437)  -0.38
C (-8.3881, -3.2957, -0.2649)  -0.49
Cl (-8.7892, -2.2245, 1.0645)  -0.18
H (-6.8418, -3.9746, -1.4832)  0.37
H (-6.5389, -2.4505, -0.8643)  0.22
H (-8.8336, -4.2947, -0.0170)  0.32
H (-8.8071, -2.8770, -1.1345)  0.32

Force components x, y, z for each atom (eV/Å):
0.063 -0.725 2.799
-0.845 0.825 -0.133
0.053 -0.497 0.758
0.894 -2.050 -0.716
-1.179 0.022 1.069
0.810 2.130 1.295
2.025 -1.354 -0.579
-0.477 0.543 -0.485
-0.328 -1.301 -1.197
-0.190 1.755 -0.680
-0.518 -2.138 -1.020
1.147 0.341 0.404
-1.090 -0.278 -1.763
0.111 0.489 -1.006
-0.175 0.561 0.157
0.185 1.118 -0.006
1.032 0.665 -0.081
-0.624 1.399 0.045
0.098 -0.189 -0.126
0.415 -0.126 -0.320
0.070 0.223 0.833
-0.032 -0.324 0.424
-0.461 0.371 -0.215
-0.568 0.016 -0.340
-0.217 -0.108 0.077
-0.014 -1.810 -0.033
-0.596 0.239 0.412
0.559 0.261 0.628
0.365 0.054 -0.248
-0.453 -0.203 -0.030
0.818 -0.785 0.733
-0.398 1.340 -0.365
-1.339 -1.074 -0.480
-1.504 -0.901 0.205
2.469 -1.224 -1.355
0.634 0.595 -0.027
-1.220 0.538 0.760
0.662 -1.225 0.722
-0.122 -2.188 -1.114
-0.373 -1.604 1.639
0.663 0.497 -0.563
-0.164 -0.244 -0.220
-0.006 0.159 -0.094
-0.182 -0.149 -0.344
0.142 0.763 0.181
0.627 -0.064 -0.372
0.022 0.296 0.587
0.728 0.197 0.725
-0.405 -0.182 0.008
-0.842 2.488 -0.655
0.002 0.253 0.309
-0.212 0.220 0.046
-0.475 -0.018 0.675
1.288 1.746 -0.729
-0.143 -0.074 0.281
-0.191 0.287 -0.839
-0.692 0.224 -0.229
0.429 -0.496 0.284
0.001 -0.321 0.586
-0.245 1.048 -0.305
-1.426 -0.875 -1.394
-0.292 -0.148 0.254
-0.140 3.211 -0.116
-0.543 -1.009 0.557
0.180 -1.099 -2.018
0.824 1.343 0.217
0.352 -0.462 -1.729
-0.807 0.145 1.628
-1.796 -0.508 -0.450
0.095 -0.038 -0.433
-1.941 -1.179 -0.741
0.484 0.100 0.352
1.059 0.824 0.020
0.005 0.283 0.358
-0.141 -1.251 0.541
0.333 -0.627 0.303
-0.207 0.253 0.083
0.828 -0.565 -0.268
-0.680 0.250 0.186
0.240 1.266 0.365
1.271 -0.396 0.825
-1.132 -0.155 1.063
1.003 0.393 -0.753
0.133 0.167 -0.053
-0.204 -0.394 0.506
-0.064 -0.537 0.385
0.146 0.417 0.380
0.852 0.514 0.306
0.654 0.324 0.050
0.844 -0.161 -0.537
-0.532 -1.511 -0.986
-0.686 1.960 0.070
-0.290 -0.531 -0.331
3.338 -0.971 2.501
-0.793 0.780 0.446
2.169 2.274 0.466
0.409 -0.540 1.446
-1.178 -0.018 -0.554
-0.108 -0.297 -0.908
-1.120 -4.187 -1.459
-0.423 0.677 -0.433
0.209 0.779 0.350
0.160 -0.106 -0.813
-0.025 0.445 0.662
-0.174 1.215 -0.502
0.396 0.252 0.411
-1.418 0.354 -1.011
-0.845 -0.814 -0.555
0.137 -1.083 -0.770
-0.098 0.128 0.040
0.162 -0.617 0.505
-1.016 0.719 -0.379
0.543 0.002 0.666
-0.279 0.641 -0.037
0.687 1.033 -0.123
0.160 1.290 0.797
0.579 -0.342 -0.357
-0.526 -1.143 0.071
0.262 -0.084 0.304
0.306 -0.551 0.408
0.787 -0.198 0.400
0.463 -0.932 -1.139
0.945 0.249 0.289
-0.887 0.778 -0.837
0.314 0.007 0.035
-0.711 0.922 1.392
-0.665 -0.678 0.524
-0.265 -0.094 -0.559
-0.970 -0.226 0.234
0.766 1.482 -1.295
-0.527 -1.555 0.510
-0.085 0.683 -0.681
0.255 -0.637 0.408
0.213 0.232 0.858
0.090 -0.435 -0.209
0.108 0.502 0.156
0.204 0.177 -0.119
-0.446 1.950 0.085
0.210 -0.248 1.394
-1.258 -0.846 -1.128
0.093 -0.179 0.239
0.575 -0.530 0.042
-0.175 -0.588 0.003
0.762 0.266 -0.475
-0.024 0.089 0.382
-0.225 2.386 -1.685
-0.279 -1.493 -0.581
-0.052 0.118 0.001
-0.051 -0.970 1.399
0.709 -0.091 -0.046
-0.022 -0.370 0.132
-0.045 0.318 0.523
0.339 0.791 -0.953
-0.672 -0.524 1.009
0.081 0.636 -2.496
0.082 -0.135 0.432
0.470 -0.237 0.090
-0.210 0.129 0.351
-0.633 -0.359 0.843
0.501 -0.230 0.761
0.901 0.091 0.514
-0.622 -0.169 0.267
1.632 -1.717 0.607
-0.193 0.101 -0.324
-0.191 -0.769 -0.326
0.332 0.348 -1.451
-1.013 1.649 -0.540
-0.690 0.390 1.153
-0.923 0.981 -0.985
1.336 0.843 -0.671
-0.072 -2.132 1.364
0.000 0.496 0.569
0.025 -0.758 0.054
0.307 -0.656 1.196
0.206 0.962 -0.396
-0.765 0.330 -1.106

***

This record from the Open Molecules 2025 dataset describes a single C21H20N6O4S2 molecule at a distorted geometry. The level of theory is ωB97M-V with the def2-TZVPD basis set.

The relative energy (zero: lowest compared OMol25 entry of this formula, charge and spin) comes out at 14.76 kcal per mole. Its SMILES is CCOC(=O)Cc1csc(NC(=O)CSc2nnc(-c3cccnc3)n2Cc2ccco2)n1.

Last column: Mulliken charge in e.
Positions of all 53 atoms, in Å:
C (-2.6528, -3.2365, 1.4572)  -1.25
C (-2.9697, -2.5299, 0.1490)  -0.22
H (-2.0838, -2.0097, -0.2326)  0.21
H (-3.3429, -3.2325, -0.6017)  0.51
O (-3.9678, -1.5240, 0.3757)  -0.24
C (-5.0957, -1.5667, -0.3155)  0.70
O (-5.4095, -2.4209, -1.0997)  -0.60
C (-5.9477, -0.3311, -0.0142)  -0.77
C (-5.1996, 0.8434, -0.5508)  -0.01
C (-5.4649, 1.5489, -1.6811)  -0.34
S (-4.2229, 2.7111, -1.9837)  -0.22
C (-3.4134, 2.1246, -0.5325)  0.39
N (-4.0523, 1.2015, 0.0871)  -0.25
N (-2.1940, 2.6289, -0.1770)  -0.05
C (-1.3039, 2.1410, 0.7528)  0.23
O (-0.1891, 2.6038, 0.8083)  -0.63
C (-1.8197, 1.0478, 1.6533)  0.15
H (-2.4636, 1.4669, 2.4261)  0.68
H (-2.3785, 0.2987, 1.0929)  -0.33
S (-0.4211, 0.2470, 2.4868)  -0.35
C (0.3697, -0.2758, 1.0309)  0.16
N (-0.2324, -0.6159, -0.0780)  0.00
N (0.7155, -0.8797, -0.9857)  -1.04
C (1.8844, -0.7165, -0.4251)  0.59
N (1.7225, -0.3363, 0.8860)  0.22
C (2.7158, 0.1483, 1.8156)  -0.74
C (3.5930, 1.1487, 1.1373)  0.12
C (3.2772, 2.3142, 0.5040)  -0.06
C (4.4947, 2.8130, -0.0201)  -0.69
C (5.4520, 1.9151, 0.3335)  -0.55
O (4.9173, 0.8993, 1.0332)  -0.35
H (6.5085, 1.8833, 0.1575)  0.52
H (4.6323, 3.7139, -0.5808)  0.46
H (2.3019, 2.7514, 0.4310)  0.65
H (3.3231, -0.6762, 2.2005)  0.25
H (2.1714, 0.6064, 2.6486)  0.55
C (3.1645, -0.8650, -1.0947)  0.25
C (4.2355, -1.5530, -0.5307)  -0.17
C (5.4289, -1.6143, -1.2281)  -0.48
C (5.5052, -0.9884, -2.4631)  -0.33
N (4.4872, -0.3502, -3.0165)  -0.64
C (3.3500, -0.2933, -2.3558)  -0.31
H (2.5373, 0.2347, -2.8345)  0.46
H (6.4187, -1.0010, -3.0428)  0.37
H (6.2798, -2.1379, -0.8211)  0.41
H (4.1345, -2.0457, 0.4255)  0.44
H (-1.8151, 3.3530, -0.7776)  0.27
H (-6.2958, 1.4590, -2.3492)  0.45
H (-6.0534, -0.2332, 1.0661)  0.25
H (-6.9181, -0.4386, -0.4939)  0.35
H (-1.8671, -3.9671, 1.2888)  0.36
H (-2.3126, -2.5177, 2.1984)  0.22
H (-3.5335, -3.7466, 1.8405)  0.43

Force components x, y, z for each atom (eV/Å):
-0.230 0.309 -0.286
0.376 -0.561 -0.231
-0.269 -0.098 0.052
0.080 0.142 0.120
0.201 0.039 0.422
-0.637 0.140 -0.090
-0.031 -0.130 -0.092
0.199 -0.240 -0.143
-0.371 0.391 -0.646
0.090 -0.021 0.250
0.210 -0.340 0.503
-0.948 0.023 -0.838
0.385 0.290 0.497
0.393 0.666 -0.250
-0.063 0.038 -0.048
0.102 0.169 -0.017
0.613 -0.498 0.228
-0.079 -0.053 -0.038
0.052 0.211 0.191
-0.300 0.005 0.348
0.031 -0.148 0.134
-0.594 0.328 0.765
0.860 -0.237 -0.894
-0.313 -0.042 0.181
-0.663 -0.280 -0.443
0.554 0.162 0.149
-0.548 0.669 -0.053
0.061 -0.549 0.428
0.442 -0.288 0.060
-0.039 0.655 -0.415
-0.001 -0.330 0.356
0.155 -0.096 0.023
0.111 0.181 -0.133
-0.283 0.037 0.003
-0.096 0.112 0.029
0.139 -0.092 -0.127
0.507 -0.144 -0.220
-0.128 0.082 -0.257
-0.041 0.008 -0.022
0.192 -0.197 0.191
0.109 0.186 -0.528
-0.274 -0.036 0.376
-0.139 0.050 0.038
0.125 -0.056 0.025
0.087 -0.039 0.008
-0.009 -0.004 0.094
0.065 -0.163 0.212
-0.218 -0.068 -0.142
-0.069 0.016 0.004
0.072 -0.073 0.054
0.107 -0.092 0.002
0.083 0.047 0.115
-0.056 -0.080 0.054